Entry 1:
{"formula": "C43H45BClF10N4O5PRbS", "method": "ωB97M-V/def2-TZVPD", "symbols": ["Rb", "C", "O", "C", "C", "O", "C", "C", "O", "C", "H", "H", "H", "H", "H", "H", "H", "H", "H", "H", "H", "H", "H", "H", "Cl", "C", "C", "C", "C", "O", "C", "C", "N", "C", "C", "C", "C", "C", "C", "C", "C", "N", "C", "C", "H", "H", "H", "H", "H", "H", "H", "H", "H", "H", "F", "C", "C", "C", "C", "C", "F", "C", "C", "C", "C", "C", "C", "N", "H", "H", "H", "H", "H", "H", "F", "P", "F", "F", "F", "F", "F", "C", "C", "C", "C", "N", "C", "C", "H", "H", "H", "H", "H", "H", "H", "F", "B", "F", "O", "S", "C", "C", "C", "C", "H", "H", "H", "H", "H", "H", "H", "H"], "xyz": [[0.202145, 0.693182, -0.711404], [2.714940, 0.752984, -3.608851], [2.443182, -0.384215, -2.813017], [3.211222, -1.506182, -3.171394], [2.527890, -2.766528, -2.661711], [2.083556, -2.729542, -1.326380], [3.063558, -2.973793, -0.342082], [3.889073, -1.773221, 0.073977], [3.088533, -0.822429, 0.720961], [3.868241, 0.320743, 1.001822], [2.513907, 0.533872, -4.664755], [3.752727, 1.085168, -3.487971], [2.052425, 1.549345, -3.281685], [4.249325, -1.414631, -2.817719], [3.261598, -1.603286, -4.267152], [3.195043, -3.630851, -2.817460], [1.628157, -2.906636, -3.254584], [3.757189, -3.760033, -0.679510], [2.529990, -3.351693, 0.533232], [4.373274, -1.301524, -0.780504], [4.687641, -2.116582, 0.756999], [4.631862, 0.102185, 1.762481], [3.205709, 1.089667, 1.376781], [4.356615, 0.693973, 0.107897], [-4.875692, 6.156608, -1.618138], [-4.368551, 4.475472, -1.499526], [-4.365006, 3.677879, -2.664913], [-3.981648, 2.375032, -2.604503], [-3.534056, 1.745485, -1.373087], [-3.174083, 0.557671, -1.342163], [-3.569040, 2.602624, -0.201632], [-3.237407, 2.121704, 1.104684], [-2.746950, 0.972405, 1.411113], [-2.505272, 0.645786, 2.731624], [-3.376227, -0.198413, 3.425097], [-3.130693, -0.558566, 4.740839], [-2.005115, -0.094387, 5.399858], [-1.091070, 0.723123, 4.728824], [0.094908, 1.236877, 5.369938], [1.009949, 1.959857, 4.630785], [0.797173, 2.223113, 3.296941], [-0.408516, 1.832111, 2.638279], [-1.339781, 1.067973, 3.389752], [-3.988937, 3.946111, -0.302844], [-4.659447, 4.121578, -3.609084], [-3.959134, 1.758122, -3.494682], [-3.457722, 2.836198, 1.915293], [-4.243167, -0.567625, 2.892964], [-3.828269, -1.208077, 5.255944], [-1.818941, -0.356646, 6.435308], [0.254115, 1.033923, 6.421159], [1.933505, 2.311558, 5.075206], [1.566558, 2.639389, 2.663507], [-4.000569, 4.564287, 0.589581], [-1.002571, -3.929777, -5.010282], [-0.943882, -2.566832, -4.828209], [-0.795333, -2.040042, -3.566828], [-0.739230, -0.651843, -3.339496], [-0.887040, 0.173674, -4.484778], [-0.975171, -0.414650, -5.746386], [-0.997930, 0.335387, -6.905185], [-1.011783, -1.778524, -5.961382], [-0.955631, 1.661687, -4.308707], [-1.483711, 2.530970, -5.275372], [-1.519749, 3.892220, -5.034962], [-1.040286, 4.388852, -3.835018], [-0.563389, 3.466041, -2.918942], [-0.527001, 2.156583, -3.138348], [-0.712140, -2.744247, -2.739116], [-1.089135, -2.192048, -6.956352], [-1.874200, 2.138674, -6.199773], [-1.933404, 4.560584, -5.782541], [-1.050161, 5.444606, -3.600316], [-0.194841, 3.799524, -1.951855], [2.162136, 2.705672, -0.849465], [3.364610, 3.825679, -0.856979], [3.147823, 4.044651, -2.437578], [4.563704, 4.905400, -0.838842], [2.286692, 4.975915, -0.527157], [3.571918, 3.565385, 0.740751], [4.435929, 2.645860, -1.174128], [-3.596844, -5.641622, -0.686591], [-2.869417, -4.441671, -0.145612], [-2.804270, -3.251131, -0.847390], [-2.114494, -2.168039, -0.311561], [-1.483455, -2.213038, 0.861829], [-1.552932, -3.360418, 1.537115], [-2.224452, -4.483958, 1.088570], [-3.895972, -5.481843, -1.721968], [-4.495892, -5.849013, -0.101014], [-2.966023, -6.531767, -0.645965], [-3.261128, -3.145538, -1.823948], [-2.072396, -1.248115, -0.878067], [-1.032127, -3.387206, 2.488644], [-2.226423, -5.387542, 1.688518], [-0.220578, 3.794571, 1.230954], [-0.744241, 3.212664, 2.293072], [-1.576049, 3.927976, 3.048274], [1.856743, -3.822669, 3.432034], [1.284258, -2.462776, 3.693774], [1.107482, -2.358586, 5.510324], [2.416927, -1.843567, 6.132694], [3.463581, -1.775097, 5.020271], [2.698867, -1.345323, 3.780915], [0.853630, -3.375933, 5.805532], [0.257473, -1.709682, 5.714943], [2.744600, -2.478327, 6.957138], [2.250766, -0.842221, 6.535216], [3.897071, -2.761029, 4.843573], [4.272970, -1.082847, 5.259609], [3.222827, -1.432910, 2.841552], [2.294579, -0.333874, 3.870768]], "forces_ev_per_angstrom": [[-0.21, -0.38, -0.06], [0.03, -0.01, 0.00], [0.26, -0.22, 0.07], [-0.17, 0.14, -0.05], [-0.07, 0.04, -0.07], [0.22, 0.06, 0.27], [-0.08, -0.08, 0.00], [-0.06, -0.28, -0.06], [-0.01, 0.07, -0.04], [-0.16, 0.13, 0.23], [0.00, 0.01, -0.01], [0.00, 0.00, 0.00], [0.00, 0.01, 0.02], [-0.02, 0.08, 0.04], [0.00, 0.02, -0.01], [0.00, 0.06, -0.02], [-0.09, -0.03, -0.03], [-0.02, 0.00, -0.01], [-0.01, 0.01, 0.02], [0.10, -0.01, -0.16], [-0.04, -0.05, -0.03], [0.03, -0.04, 0.01], [-0.08, 0.19, 0.06], [0.05, 0.13, -0.18], [0.00, 0.00, 0.01], [-0.01, 0.01, -0.03], [0.00, 0.02, 0.00], [0.03, 0.00, 0.01], [-0.05, 0.02, 0.03], [0.01, -0.06, -0.05], [0.02, 0.04, -0.03], [-0.06, 0.00, 0.15], [0.14, 0.05, -0.21], [-0.09, -0.05, 0.16], [-0.02, 0.06, -0.10], [0.06, 0.01, 0.07], [-0.09, -0.06, -0.02], [0.17, 0.07, 0.03], [-0.17, -0.10, 0.08], [0.12, -0.02, -0.08], [0.29, -0.68, 0.08], [0.40, 0.67, 0.62], [0.01, -0.06, -0.14], [0.00, -0.01, 0.02], [0.00, 0.00, 0.00], [0.01, 0.00, 0.00], [-0.05, -0.03, -0.03], [0.00, 0.00, 0.01], [0.00, 0.00, 0.00], [0.01, 0.00, 0.00], [0.01, 0.00, 0.01], [0.01, -0.05, -0.01], [-0.02, 0.21, -0.11], [0.00, 0.00, 0.00], [-0.01, 0.01, 0.01], [0.04, -0.03, -0.05], [0.01, 0.04, -0.04], [-0.13, -0.05, 0.01], [0.04, 0.07, 0.00], [0.02, 0.01, 0.02], [0.01, -0.01, -0.01], [-0.01, -0.02, 0.03], [-0.04, -0.04, 0.04], [-0.03, -0.02, 0.02], [-0.01, 0.00, 0.00], [-0.03, -0.01, 0.01], [-0.08, 0.01, 0.03], [0.21, 0.04, -0.08], [0.02, 0.00, -0.02], [0.00, 0.00, 0.00], [0.00, 0.01, -0.01], [0.00, 0.00, 0.00], [0.00, 0.00, 0.00], [0.05, 0.00, -0.03], [0.12, 0.09, 0.02], [-0.06, -0.13, 0.06], [-0.03, 0.04, 0.00], [0.00, 0.07, 0.00], [0.01, 0.00, -0.01], [-0.01, -0.02, 0.01], [0.01, -0.04, 0.01], [-0.01, -0.01, 0.00], [0.00, 0.01, 0.01], [-0.02, -0.03, 0.01], [0.10, -0.03, -0.03], [0.00, -0.02, -0.01], [0.01, -0.01, 0.02], [0.00, 0.00, -0.01], [0.00, 0.00, 0.00], [0.00, 0.00, 0.00], [0.00, 0.00, 0.00], [-0.01, 0.01, 0.01], [-0.04, 0.15, 0.01], [-0.01, -0.01, -0.01], [0.00, 0.00, 0.00], [0.06, 0.01, 0.02], [-0.60, -0.02, -0.66], [-0.01, 0.04, 0.04], [-0.04, 0.03, -0.01], [0.19, -0.07, 0.09], [-0.10, -0.01, 0.04], [-0.03, -0.01, 0.02], [0.01, -0.02, -0.03], [-0.08, 0.05, 0.16], [0.00, -0.01, -0.01], [-0.04, 0.02, 0.03], [-0.02, 0.00, 0.01], [-0.01, 0.01, 0.00], [0.01, 0.00, 0.00], [-0.01, 0.00, -0.01], [0.10, -0.03, -0.19], [0.00, 0.04, -0.01]], "max_force_ev_per_a": 0.995, "gap_ev": [5.08, 5.07], "de_lowest_kcal_mol": 11.1, "homo_ev": [-1.7, -1.7], "multiplicity": 2, "total_charge": -2, "molar_mass_g_mol": 1082.61}


Entry 2:
{"formula": "C43H45F6NO2S", "method": "ωB97M-V/def2-TZVPD", "symbols": ["C", "C", "C", "C", "C", "C", "C", "N", "C", "C", "C", "C", "C", "C", "S", "O", "O", "F", "H", "H", "H", "H", "H", "H", "H", "H", "H", "H", "H", "H", "H", "H", "H", "H", "H", "H", "H", "H", "F", "C", "C", "C", "C", "C", "C", "H", "H", "H", "H", "H", "F", "C", "C", "C", "C", "C", "C", "H", "H", "H", "H", "H", "F", "C", "C", "C", "C", "C", "C", "H", "H", "H", "H", "H", "F", "C", "C", "C", "C", "C", "C", "H", "H", "H", "H", "H", "F", "C", "C", "C", "C", "C", "C", "H", "H", "H", "H", "H"], "xyz": [[5.510338, 1.330909, 1.648011], [4.261214, 1.846955, 2.390330], [2.955485, 1.450677, 1.684154], [2.842597, 1.941247, 0.212864], [1.571716, 2.816714, 0.069378], [0.322924, 1.978343, -0.321327], [-0.959930, 2.514475, 0.349638], [-0.895370, 2.149074, 1.793015], [-1.365132, 0.783080, 1.996068], [-2.646114, 0.345805, 1.736687], [-2.959252, -0.973124, 1.930082], [-2.034633, -1.887221, 2.365112], [-0.754654, -1.445613, 2.639348], [-0.438926, -0.124670, 2.444286], [-1.661707, 3.241935, 2.772043], [-1.282134, 3.010257, 4.118060], [-1.371460, 4.563849, 2.350064], [-3.226863, 3.018133, 2.709968], [6.351012, 1.332102, 2.350177], [5.369515, 0.284986, 1.337850], [5.719210, 1.978316, 0.792539], [4.319594, 2.929280, 2.559023], [4.251950, 1.382871, 3.385482], [2.103669, 1.815358, 2.270624], [2.888769, 0.353752, 1.713841], [2.666781, 1.059664, -0.413981], [3.729635, 2.473318, -0.134809], [1.692657, 3.564172, -0.725766], [1.332918, 3.352908, 0.993904], [0.151062, 1.958468, -1.399079], [0.497416, 0.946996, 0.014098], [-0.996121, 3.590899, 0.176288], [-1.800482, 2.042819, -0.171483], [-3.402122, 1.029717, 1.363074], [-3.959466, -1.333190, 1.704416], [-2.252302, -2.941314, 2.498342], [0.037030, -2.102105, 2.986191], [0.572392, 0.218648, 2.637017], [-1.582488, 1.780923, -3.020317], [-1.254214, 2.260053, -4.238736], [-0.344903, 1.565157, -5.010327], [-0.011888, 2.057319, -6.264113], [-0.582562, 3.237134, -6.722814], [-1.491798, 3.924124, -5.929766], [-1.836158, 3.431421, -4.679353], [0.094186, 0.651501, -4.630993], [0.693920, 1.519708, -6.883259], [-0.317942, 3.620793, -7.699507], [-1.933876, 4.845546, -6.284856], [-2.548945, 3.947705, -4.049527], [5.699264, -1.947521, 1.499945], [6.448893, -2.703744, 0.671998], [6.269233, -4.072794, 0.662998], [7.038912, -4.847360, -0.193405], [7.980139, -4.246329, -1.018078], [8.149719, -2.868409, -0.991863], [7.375719, -2.087434, -0.144657], [5.535509, -4.522250, 1.319472], [6.904806, -5.920681, -0.217445], [8.580861, -4.852093, -1.680458], [8.885950, -2.400212, -1.632184], [7.486525, -1.011042, -0.114877], [7.622727, -6.590826, -2.978242], [7.888619, -6.081182, -4.197723], [8.779956, -6.738115, -5.022279], [9.047777, -6.212295, -6.277997], [8.431366, -5.036866, -6.686489], [7.541439, -4.388098, -5.840920], [7.261768, -4.914516, -4.587873], [9.255562, -7.648689, -4.681892], [9.738540, -6.720089, -6.937994], [8.645369, -4.626908, -7.664994], [7.063878, -3.470045, -6.156977], [6.565327, -4.428690, -3.916654], [-9.776301, 3.374934, 4.285286], [-8.429225, 3.324851, 4.334478], [-7.790201, 3.533839, 5.540469], [-6.404057, 3.475463, 5.586865], [-5.677005, 3.220073, 4.430737], [-6.337570, 3.017413, 3.226933], [-7.723621, 3.064694, 3.177354], [-8.373602, 3.738833, 6.428651], [-5.890071, 3.629771, 6.526282], [-4.599762, 3.178937, 4.471330], [-5.773390, 2.821963, 2.324512], [-8.256143, 2.900361, 2.249008], [-8.900260, -3.485175, 0.676728], [-9.250125, -2.336989, 1.288655], [-10.568862, -1.929523, 1.251921], [-10.927064, -0.748774, 1.887039], [-9.964966, 0.011277, 2.539383], [-8.642891, -0.412402, 2.561727], [-8.280969, -1.597599, 1.936897], [-11.302190, -2.531856, 0.731803], [-11.958210, -0.421177, 1.872434], [-10.246354, 0.934375, 3.030858], [-7.892220, 0.181952, 3.066860], [-7.257345, -1.948928, 1.950422]], "forces_ev_per_angstrom": [[-0.37, 0.10, 0.52], [-0.01, -0.56, 0.05], [0.47, -0.06, -0.07], [-1.22, 0.03, 0.64], [-0.32, -0.06, -0.91], [0.18, 0.19, 0.81], [1.01, -0.55, -1.30], [-2.38, 0.52, -0.55], [0.53, -0.03, 0.34], [-0.40, 0.92, -0.41], [-1.19, -0.80, -0.31], [0.78, -0.56, 0.39], [0.33, -0.37, 0.05], [1.10, 0.40, 0.29], [2.29, 1.37, 1.85], [-0.64, -1.37, 0.33], [-0.75, 0.11, -1.44], [0.44, -0.13, -0.64], [0.09, 0.16, -0.33], [-0.01, 0.46, -0.09], [0.22, -0.29, 0.01], [-0.02, -0.11, -0.16], [-0.06, 0.15, -0.08], [0.10, 0.05, -0.13], [0.07, 0.14, -0.03], [0.44, 0.22, -0.19], [-0.03, -0.12, 0.13], [0.13, 0.03, 0.24], [0.30, -0.01, -0.06], [0.18, -0.02, 0.09], [-0.25, 0.05, -0.16], [-0.13, -0.07, 0.49], [-0.19, 0.14, 0.44], [0.08, -0.10, 0.06], [0.04, 0.21, 0.02], [-0.28, 0.16, -0.06], [-0.25, -0.12, -0.03], [-0.13, 0.02, 0.03], [-0.06, -0.02, 0.03], [0.08, 0.13, -0.33], [0.11, -0.22, 0.09], [-0.10, 0.14, 0.04], [0.03, 0.02, -0.07], [0.09, -0.13, -0.02], [-0.16, 0.13, 0.16], [-0.03, 0.01, 0.02], [0.00, -0.01, 0.03], [-0.01, 0.00, 0.02], [-0.02, -0.01, 0.02], [0.02, -0.02, 0.02], [-0.03, -0.11, 0.04], [0.19, -0.19, -0.21], [-0.17, -0.10, 0.13], [0.06, 0.14, -0.03], [0.09, 0.03, -0.03], [-0.11, -0.12, 0.08], [0.03, 0.26, -0.01], [0.00, 0.04, 0.00], [-0.01, 0.01, 0.00], [0.01, 0.01, 0.03], [-0.02, 0.02, 0.01], [-0.02, -0.01, 0.04], [-0.03, -0.13, -0.01], [0.04, 0.13, -0.33], [0.12, -0.21, 0.08], [-0.10, 0.13, 0.04], [0.02, 0.02, -0.07], [0.10, -0.13, -0.02], [-0.17, 0.14, 0.16], [-0.03, 0.01, 0.02], [0.00, -0.01, 0.03], [-0.01, 0.00, 0.02], [-0.02, -0.02, 0.02], [0.03, -0.02, 0.03], [-0.04, -0.01, -0.01], [0.33, -0.01, 0.04], [-0.11, 0.03, 0.22], [-0.06, -0.03, -0.20], [0.01, 0.00, 0.11], [-0.02, 0.01, 0.19], [-0.14, -0.03, -0.28], [-0.02, -0.01, -0.03], [-0.02, 0.01, 0.00], [-0.02, 0.00, 0.06], [-0.03, 0.00, -0.01], [-0.03, 0.02, 0.02], [0.01, -0.03, -0.02], [-0.08, 0.26, 0.14], [-0.18, -0.12, -0.10], [0.18, 0.01, 0.03], [-0.04, 0.11, 0.04], [-0.11, -0.04, -0.03], [0.22, -0.05, 0.00], [0.03, -0.02, 0.01], [0.01, -0.02, -0.02], [0.01, -0.02, 0.00], [0.00, -0.03, 0.01], [-0.02, -0.02, -0.02]], "max_force_ev_per_a": 3.248, "gap_ev": 9.80, "homo_ev": -9.3, "molar_mass_g_mol": 753.89}